1.
97
Properties=species:S:1:pos:R:3:lowdin_charge:R:1 method="wB97M-V/def2-TZVPD" orbital_gap_ev=2.8965 total_charge=-1 total_energy_ev=-44256.2017 lumo_energy_ha=0.075 homo_ev=-0.86
C -4.0273 -3.4410 -1.1194 -0.09
C -4.9215 -2.5652 -2.0029 -0.30
O -4.2362 -1.9155 -3.0349 -0.17
C -3.5377 -0.7244 -2.6626 -0.23
C -2.0579 -0.8697 -2.3214 -0.25
C -1.1046 -0.6519 -3.4807 -0.44
N 0.2410 -1.1279 -3.1213 -0.03
C -1.5482 -1.4507 -4.7175 -0.25
C -1.2243 -2.9212 -4.6508 -0.26
N -1.5678 -3.7163 -3.7106 0.08
H -4.5578 -4.3446 -0.8059 0.06
H -3.1513 -3.7298 -1.7011 0.04
H -3.6858 -2.9206 -0.2230 0.06
H -5.4646 -1.8297 -1.3871 0.10
H -5.6765 -3.1925 -2.4849 0.10
H -3.6520 -0.0311 -3.5007 0.11
H -4.0613 -0.2799 -1.8001 0.09
H -1.8782 -1.8422 -1.8093 0.08
H -1.8696 -0.1025 -1.5548 0.08
H 0.2161 -1.9477 -2.5026 0.02
H 0.7708 -0.4066 -2.6521 0.02
H -2.6071 -1.3202 -4.9577 0.09
H -0.9906 -1.0692 -5.5809 0.06
H -0.5696 -3.2935 -5.4591 0.08
H -1.1578 -4.6346 -3.8818 0.02
C -2.2364 4.0781 1.4088 -0.07
C -2.2065 3.0965 0.2448 -0.50
C -3.6022 2.8123 -0.2846 -0.06
O -1.5435 1.8975 0.6272 -0.05
H -2.8120 3.6602 2.2411 0.08
H -1.2242 4.2726 1.7648 0.06
H -2.6921 5.0274 1.1206 0.08
H -1.5907 3.5072 -0.5574 0.14
H -4.2123 2.3570 0.5031 0.08
H -3.5726 2.1206 -1.1262 0.07
H -4.0958 3.7314 -0.6060 0.08
H -2.0715 1.4671 1.3091 0.08
C 3.2889 -1.2412 0.7928 -0.06
C 2.1165 -1.9697 0.1548 -0.50
C 1.7264 -3.2069 0.9506 -0.06
O 2.3843 -2.3079 -1.1974 -0.06
H 4.1673 -1.8970 0.8162 0.08
H 3.5452 -0.3513 0.2188 0.08
H 3.0658 -0.9349 1.8153 0.06
H 1.2566 -1.2989 0.0960 0.14
H 2.5631 -3.9136 0.9826 0.08
H 0.8762 -3.7022 0.4819 0.08
H 1.4628 -2.9462 1.9772 0.06
H 3.1401 -2.9051 -1.2270 0.08
C 1.4716 7.9747 4.0573 -0.07
C 0.0778 7.7908 3.4767 -0.51
C -0.5887 6.5275 3.9953 -0.07
O 0.1156 7.8003 2.0525 -0.05
H 2.1110 7.1350 3.7705 0.08
H 1.9249 8.8910 3.6798 0.08
H 1.4428 8.0209 5.1471 0.08
H -0.5364 8.6566 3.7349 0.14
H -0.0060 5.6471 3.7100 0.08
H -1.5860 6.4195 3.5699 0.07
H -0.6715 6.5425 5.0833 0.08
H 0.6340 7.0420 1.7588 0.09
C 5.3188 2.1836 5.0450 -0.07
C 4.1915 1.4772 4.3076 -0.50
C 3.7431 0.2155 5.0267 -0.07
O 4.5720 1.1818 2.9664 -0.05
H 6.1898 1.5253 5.1163 0.08
H 5.6178 3.0864 4.5125 0.08
H 5.0182 2.4573 6.0578 0.08
H 3.3450 2.1598 4.2061 0.14
H 4.5629 -0.5038 5.0904 0.07
H 2.9317 -0.2674 4.4836 0.07
H 3.4044 0.4347 6.0413 0.08
H 5.3158 0.5691 2.9938 0.09
C 2.9500 -4.3700 7.0706 -0.07
C 2.4584 -3.5930 5.8595 -0.50
C 1.5896 -4.4464 4.9512 -0.05
O 3.5554 -3.0334 5.1390 -0.06
H 3.5607 -5.2189 6.7492 0.08
H 3.5615 -3.7343 7.7110 0.08
H 2.1150 -4.7572 7.6563 0.08
H 1.8868 -2.7250 6.1959 0.14
H 2.1635 -5.2969 4.5711 0.08
H 1.2414 -3.8677 4.0975 0.06
H 0.7222 -4.8354 5.4862 0.08
H 4.0952 -3.7604 4.8078 0.09
C -0.9044 -1.7879 -8.8571 -0.06
C -2.3672 -1.3808 -8.9507 -0.51
C -2.7432 -0.9195 -10.3522 -0.07
O -2.6729 -0.3905 -7.9837 -0.05
H -0.2620 -0.9329 -9.0893 0.08
H -0.6722 -2.1172 -7.8447 0.06
H -0.6687 -2.5920 -9.5575 0.07
H -2.9927 -2.2321 -8.6719 0.14
H -2.1515 -0.0413 -10.6281 0.08
H -3.7975 -0.6445 -10.3925 0.07
H -2.5555 -1.7007 -11.0914 0.07
H -2.1254 0.3864 -8.1439 0.09

---

2.
104
Properties=species:S:1:pos:R:3:lowdin_charge:R:1 method="wB97M-V/def2-TZVPD" orbital_gap_ev=5.8754 total_charge=-1 total_energy_ev=-90701.3699 lumo_energy_ha=0.052 homo_ev=-4.45
C 5.4724 3.6912 1.0137 -0.20
C 4.1988 3.3211 0.1600 -0.48
P 4.5984 1.8378 -0.9591 0.76
C 5.7633 2.5871 -2.2258 -0.49
C 6.7018 1.5384 -2.9396 -0.18
Nb 2.4153 0.9345 -2.0373 1.30
C 0.4239 0.2641 -3.0074 -0.42
N -0.4784 1.3874 -3.4021 -0.12
C 3.4369 0.4947 -3.9923 -0.40
C 3.5746 1.5674 -5.1181 -0.29
C 2.9705 2.9705 -4.9117 -0.31
C 3.1623 3.9798 -6.0930 -0.20
S 3.3888 5.6464 -5.3506 0.68
O 4.8409 5.7502 -5.0514 -0.33
O 2.8997 6.7313 -6.2304 -0.34
O 2.5840 5.7715 -3.9221 -0.17
C 1.4841 1.2276 0.0172 -0.43
C 0.1145 0.5037 0.2806 -0.27
C -1.0553 1.4357 -0.1426 -0.29
O -1.6612 2.1059 0.9644 -0.21
C -2.4510 3.1463 0.3836 -0.13
P 2.9272 -1.5051 -1.3162 0.07
S 2.2477 -2.7859 -2.6819 -0.11
H 5.7963 2.7925 1.5766 0.06
H 6.3234 3.9931 0.3721 0.04
H 5.2753 4.5447 1.6895 0.06
H 3.3650 3.1123 0.8443 0.04
H 4.0118 4.1827 -0.5135 0.06
H 5.2818 3.2768 -2.9485 0.05
H 6.4550 3.2423 -1.6479 0.04
H 6.4637 1.5586 -4.0231 0.05
H 7.7515 1.8621 -2.8206 0.06
H 6.5410 0.5037 -2.5971 0.05
H 1.9807 2.6548 -2.4002 -0.08
H -0.1225 -0.4798 -2.3930 0.02
H 0.7016 -0.2700 -3.9467 0.02
H 0.0127 2.2636 -3.4694 -0.02
H -0.9770 1.1831 -4.2597 0.04
H 4.4622 0.1082 -3.7600 0.02
H 2.9213 -0.3881 -4.4284 0.01
H 3.1290 1.1550 -6.0553 0.11
H 4.6557 1.6805 -5.3713 0.09
H 1.8794 2.8600 -4.7299 0.08
H 3.3820 3.4101 -3.9858 0.05
H 4.0249 3.7058 -6.7208 0.11
H 2.2408 3.9500 -6.7034 0.10
H 1.8295 5.1655 -3.8850 0.08
H 1.3036 2.3203 0.1541 0.03
H 2.2402 0.9589 0.7955 0.02
H 0.0245 0.3953 1.3895 0.10
H 0.0448 -0.5191 -0.1246 0.07
H -1.7725 0.8724 -0.7757 0.11
H -0.6266 2.2195 -0.8068 0.09
H -3.2873 3.4350 1.0438 0.08
H -2.8298 2.7724 -0.5928 0.09
H -1.8146 4.0332 0.1663 0.09
H 2.2138 -1.7432 -0.0940 -0.11
H 4.3326 -1.7378 -1.1288 -0.11
C -8.8104 -2.1707 1.5763 -0.12
O -7.4668 -2.0963 1.9992 -0.20
C -6.6414 -3.0287 1.3157 -0.20
C -5.1830 -2.6091 1.3933 -0.19
O -4.8360 -1.5939 0.4608 -0.12
C -5.2997 -0.2784 0.7554 -0.17
C -4.5445 0.3825 1.8946 -0.19
O -5.0376 -0.0758 3.1485 -0.20
C -4.1051 0.1341 4.1867 -0.11
H -9.2262 -3.1645 1.7739 0.09
H -9.3794 -1.4293 2.1358 0.09
H -8.8898 -1.9354 0.5091 0.09
H -6.9398 -3.1045 0.2641 0.13
H -6.7654 -4.0064 1.7995 0.13
H -4.5746 -3.4730 1.1132 0.12
H -4.8973 -2.3293 2.4084 0.12
H -6.3776 -0.2685 0.9233 0.12
H -5.1072 0.3002 -0.1511 0.13
H -4.6966 1.4682 1.8528 0.12
H -3.4766 0.1626 1.8003 0.12
H -3.1818 -0.4230 3.9932 0.08
H -4.5437 -0.2360 5.1132 0.09
H -3.8802 1.1993 4.2985 0.09
C 0.0599 -1.8670 5.8532 -0.11
O 0.1929 -2.9978 5.0192 -0.20
C -0.1513 -4.1998 5.6890 -0.21
C -0.4886 -5.2881 4.6840 -0.18
O -1.8053 -5.1799 4.1573 -0.13
C -2.0154 -4.1338 3.2111 -0.17
C -1.3936 -4.4141 1.8546 -0.20
O -0.0059 -4.1220 1.8768 -0.21
C 0.6895 -4.7714 0.8291 -0.11
H 0.7230 -1.9439 6.7215 0.08
H 0.3349 -0.9882 5.2719 0.09
H -0.9793 -1.7539 6.1823 0.08
H -1.0108 -4.0380 6.3497 0.13
H 0.7137 -4.5124 6.2888 0.12
H -0.4694 -6.2455 5.2113 0.12
H 0.2539 -5.3442 3.8868 0.12
H -1.6949 -3.1712 3.6112 0.12
H -3.0992 -4.0849 3.0774 0.11
H -1.8612 -3.7677 1.1005 0.13
H -1.5582 -5.4642 1.5869 0.13
H 0.6028 -5.8603 0.9269 0.08
H 1.7420 -4.5025 0.9026 0.08
H 0.3081 -4.4491 -0.1439 0.08

---

3.
105
Properties=species:S:1:pos:R:3:lowdin_charge:R:1 method="wB97M-V/def2-TZVPD" orbital_gap_ev=9.2316 e_above_lowest_kj_mol=392.1 total_energy_ev=-77778.7603 lumo_energy_ha=0.010 homo_ev=-8.95
C -5.3780 -0.4920 0.4366 -0.09
O -4.8604 0.4012 -0.5250 -0.15
C -4.1149 -0.2343 -1.5419 -0.38
C -3.0395 0.7467 -2.0046 -0.16
O -1.8932 0.7133 -1.1828 -0.18
C -0.9320 -0.2416 -1.5726 -0.59
S -0.1186 -0.9922 -0.1449 0.75
C -5.0542 -0.6589 -2.6869 -0.15
P -4.4339 -2.0756 -3.6088 0.43
O -2.9706 -2.2279 -3.5710 -0.27
O -5.2152 -3.3559 -3.0505 -0.12
O -5.1110 -1.9842 -5.0582 -0.12
H -6.1806 0.0235 0.9613 0.09
H -4.6056 -0.7860 1.1554 0.09
H -5.7929 -1.3958 -0.0278 0.09
H -3.5988 -1.1113 -1.1280 0.14
H -3.4469 1.7562 -1.9331 0.14
H -2.7780 0.5534 -3.0520 0.13
H -0.1166 0.2402 -2.1220 0.07
H -1.3775 -1.0279 -2.1811 0.06
H -1.2235 -1.4702 0.4415 -0.15
H -5.2025 0.1803 -3.3748 0.11
H -6.0368 -0.9029 -2.2786 0.10
H -4.5659 -3.9910 -2.7092 0.09
H -5.0606 -1.0837 -5.4055 0.08
C 0.8374 0.7398 4.4644 -0.11
O 1.5426 -0.4302 4.0977 -0.19
C 2.2154 -0.3191 2.8528 -0.22
C 3.6960 -0.0682 3.0309 -0.19
O 3.9533 1.1912 3.6302 -0.21
C 4.2332 1.1103 5.0159 -0.10
H 0.4779 0.5935 5.4822 0.08
H 1.4789 1.6246 4.4338 0.08
H -0.0223 0.9038 3.8059 0.09
H 1.7698 0.4778 2.2495 0.11
H 2.0771 -1.2605 2.3134 0.11
H 4.1784 -0.0748 2.0483 0.13
H 4.1379 -0.8709 3.6309 0.13
H 5.2132 0.6567 5.1978 0.09
H 3.4747 0.5263 5.5387 0.06
H 4.2373 2.1259 5.4091 0.10
C -11.4655 -1.0694 -6.9808 -0.11
O -10.3556 -1.8151 -7.4418 -0.19
C -9.1453 -1.0814 -7.4692 -0.21
C -8.2631 -1.4018 -6.2831 -0.21
O -8.8378 -0.9842 -5.0576 -0.19
C -9.4190 -2.0402 -4.3152 -0.11
H -12.2949 -1.7653 -6.8691 0.09
H -11.2611 -0.5948 -6.0176 0.08
H -11.7483 -0.2971 -7.7044 0.09
H -9.3511 -0.0057 -7.4954 0.13
H -8.6136 -1.3477 -8.3876 0.13
H -7.3130 -0.8711 -6.3996 0.11
H -8.0444 -2.4738 -6.2577 0.13
H -8.6502 -2.7193 -3.9307 0.09
H -10.1280 -2.6127 -4.9183 0.09
H -9.9447 -1.5897 -3.4750 0.09
C 8.0671 4.7655 2.1088 -0.12
O 7.4944 3.5022 1.8425 -0.19
C 6.1950 3.3372 2.3913 -0.20
C 5.1080 3.5189 1.3567 -0.20
O 5.0620 4.8451 0.8515 -0.19
C 5.6780 4.9935 -0.4106 -0.12
H 8.9867 4.8319 1.5293 0.09
H 7.3998 5.5817 1.8191 0.08
H 8.3130 4.8711 3.1717 0.09
H 6.0395 4.0428 3.2151 0.13
H 6.1219 2.3256 2.7949 0.11
H 4.1445 3.2989 1.8221 0.12
H 5.2611 2.8080 0.5367 0.13
H 5.0995 4.4893 -1.1935 0.09
H 6.6963 4.5957 -0.4136 0.08
H 5.7090 6.0593 -0.6314 0.09
C 3.4167 -3.5581 8.8694 -0.11
O 3.7800 -2.8349 10.0298 -0.19
C 5.0192 -2.1590 9.9175 -0.21
C 4.8382 -0.6840 9.6318 -0.21
O 4.2451 -0.4592 8.3651 -0.19
C 2.8648 -0.1582 8.4247 -0.11
H 2.3980 -3.9116 9.0177 0.09
H 3.4531 -2.9320 7.9744 0.08
H 4.0727 -4.4234 8.7245 0.09
H 5.6305 -2.6124 9.1296 0.13
H 5.5505 -2.2742 10.8669 0.13
H 5.8185 -0.1983 9.6335 0.13
H 4.2321 -0.2284 10.4222 0.13
H 2.6982 0.8400 8.8452 0.09
H 2.3101 -0.8899 9.0173 0.09
H 2.4895 -0.1758 7.4027 0.07
C 1.2739 -1.4017 -4.1644 -0.11
O 1.3557 -0.0225 -4.4790 -0.20
C 2.6324 0.5428 -4.2361 -0.21
C 3.4396 0.6930 -5.5071 -0.21
O 3.7651 -0.5592 -6.0828 -0.19
C 2.9421 -0.9164 -7.1755 -0.11
H 0.3123 -1.7600 -4.5285 0.09
H 2.0740 -1.9770 -4.6361 0.09
H 1.3173 -1.5538 -3.0799 0.07
H 3.1884 -0.0692 -3.5176 0.13
H 2.4813 1.5321 -3.7933 0.13
H 4.3768 1.2067 -5.2730 0.13
H 2.8849 1.3091 -6.2231 0.13
H 3.1353 -0.2725 -8.0407 0.09
H 1.8814 -0.8561 -6.9188 0.08
H 3.1887 -1.9429 -7.4407 0.09

---

4.
108
Properties=species:S:1:pos:R:3:lowdin_charge:R:1 method="wB97M-V/def2-TZVPD" orbital_gap_ev=9.3610 total_energy_ev=-57801.2372 lumo_energy_ha=0.013 homo_ev=-9.02
C -2.5019 -1.7893 -5.6124 -0.05
C -2.9192 -0.7518 -4.5406 -0.40
O -3.6887 0.2683 -5.1809 -0.05
C -3.8032 -1.3675 -3.4293 -0.17
N -2.9355 -1.7795 -2.2731 -0.05
C -3.1084 -0.7127 -1.2517 -0.18
C -2.0418 -0.8189 -0.0977 -0.15
O -1.0260 -1.7884 -0.4292 0.09
B 0.0838 -1.1000 -0.9347 -0.66
O 1.3742 -1.4991 -0.5119 0.26
B 2.2185 -1.0683 -1.5776 -0.23
O 2.3260 0.3497 -1.7084 0.27
B 1.0151 0.7855 -2.0013 -0.62
O 0.8291 2.0865 -2.4848 0.32
B 0.6049 3.0336 -1.4661 -0.66
O 1.6322 3.9783 -1.2154 0.15
O -0.5751 3.1585 -0.7169 0.18
O -0.1176 -0.0507 -1.8624 0.31
H -2.0608 -2.7122 -5.2042 0.08
H -1.7453 -1.2977 -6.2549 0.08
H -3.3363 -2.0875 -6.2743 0.08
H -2.0007 -0.2915 -4.1320 0.14
H -3.8437 0.0447 -6.0949 0.07
H -4.5624 -0.6602 -3.0430 0.11
H -4.3390 -2.2521 -3.8262 0.12
H -3.3885 -2.6138 -1.9161 0.10
H -4.0908 -0.9053 -0.7769 0.12
H -3.0356 0.2774 -1.7238 0.12
H -2.5358 -1.2034 0.8136 0.13
H -1.6153 0.1645 0.1772 0.11
H 2.7495 -1.8221 -2.3194 0.13
H 2.2799 3.5689 -0.6359 0.09
H -0.7601 2.3829 -0.1894 0.08
C 4.7028 -1.3455 1.8154 -0.06
C 5.6750 -2.4749 1.5245 -0.27
O 6.1879 -2.4564 0.2041 -0.16
C 6.9126 -1.2965 -0.1696 -0.28
C 8.1378 -1.0389 0.6904 -0.08
H 3.8706 -1.3654 1.1090 0.07
H 4.3038 -1.4369 2.8269 0.08
H 5.1783 -0.3662 1.7327 0.05
H 5.1563 -3.4284 1.6347 0.12
H 6.4943 -2.4827 2.2514 0.11
H 6.2512 -0.4233 -0.1790 0.11
H 7.2287 -1.4570 -1.2010 0.12
H 7.8746 -0.8541 1.7330 0.06
H 8.6790 -0.1646 0.3244 0.08
H 8.8085 -1.8997 0.6669 0.08
C 3.5761 2.2219 4.2952 -0.07
C 4.2833 2.6321 3.0156 -0.27
O 3.4060 3.0828 1.9971 -0.16
C 2.6123 4.2196 2.3037 -0.27
C 3.4222 5.4595 2.6393 -0.07
H 2.8380 1.4438 4.0908 0.08
H 4.2942 1.8405 5.0224 0.08
H 3.0488 3.0591 4.7563 0.06
H 4.8049 1.7662 2.6047 0.10
H 5.0499 3.3877 3.2174 0.11
H 1.9068 3.9842 3.1076 0.11
H 2.0126 4.4181 1.4142 0.11
H 4.0288 5.3218 3.5358 0.07
H 2.7586 6.3079 2.8138 0.08
H 4.0978 5.7078 1.8187 0.08
C 2.4648 0.0334 10.1215 -0.08
C 3.4829 0.8142 9.3084 -0.28
O 2.9607 1.3531 8.1069 -0.17
C 1.8857 2.2679 8.2442 -0.28
C 2.2371 3.4984 9.0626 -0.08
H 2.0377 -0.7746 9.5245 0.08
H 2.9361 -0.3965 11.0067 0.08
H 1.6397 0.6640 10.4569 0.07
H 4.2908 0.1434 9.0124 0.12
H 3.9419 1.6047 9.9119 0.11
H 1.0072 1.7607 8.6568 0.11
H 1.6186 2.5793 7.2333 0.11
H 2.4970 3.2452 10.0914 0.07
H 1.3902 4.1862 9.0934 0.08
H 3.0921 4.0167 8.6245 0.08
C -7.9525 2.0640 2.0663 -0.08
C -6.9728 0.9515 1.7349 -0.28
O -6.4692 1.0102 0.4124 -0.17
C -5.7549 2.1852 0.0652 -0.27
C -4.5263 2.4220 0.9257 -0.07
H -8.7895 2.0570 1.3657 0.08
H -8.3412 1.9377 3.0780 0.08
H -7.4863 3.0491 2.0095 0.07
H -7.4831 -0.0090 1.8212 0.12
H -6.1478 0.9298 2.4554 0.11
H -6.4211 3.0538 0.0848 0.11
H -5.4417 2.0584 -0.9720 0.12
H -4.7840 2.5728 1.9752 0.07
H -3.9889 3.3089 0.5848 0.08
H -3.8531 1.5629 0.8717 0.06
C -1.5036 -5.9516 -8.6048 -0.08
C -2.8906 -5.6056 -8.0913 -0.28
O -3.3386 -4.3197 -8.4814 -0.17
C -3.4443 -4.0856 -9.8755 -0.28
C -4.4097 -5.0230 -10.5801 -0.08
H -0.7774 -5.2060 -8.2756 0.08
H -1.1949 -6.9296 -8.2326 0.08
H -1.4681 -5.9840 -9.6951 0.07
H -2.8746 -5.6016 -7.0002 0.12
H -3.6189 -6.3681 -8.3876 0.11
H -2.4540 -4.1219 -10.3416 0.11
H -3.8009 -3.0606 -9.9838 0.12
H -4.0893 -6.0639 -10.5166 0.07
H -4.4852 -4.7626 -11.6372 0.08
H -5.4028 -4.9555 -10.1322 0.08